# 1
Molecular formula: C5H11N3O
Method: DFT, ωB97M-V/def2-TZVPD

```
20
Properties=species:S:1:pos:R:3:lowdin_charge:R:1
C 0.71 -2.06 0.69 -0.01
C -0.01 -0.14 -1.15 -0.44
C 0.79 -0.56 0.71 -0.40
N 0.79 0.85 -1.64 0.09
N -0.59 -0.97 -1.93 0.10
N 1.79 0.19 0.94 0.14
H 1.52 1.16 -1.02 0.07
H 0.98 0.83 -2.63 0.10
H -1.21 -1.60 -1.44 0.03
H 1.74 0.73 1.80 0.08
H 1.49 -2.43 0.01 0.10
H 0.91 -2.42 1.70 0.10
H -0.26 -2.42 0.37 0.08
C -1.19 1.90 0.38 -0.05
C -1.22 0.41 0.47 -0.28
O -0.62 -0.14 1.50 -0.09
H -2.10 -0.11 0.09 0.13
H -1.76 2.30 1.22 0.09
H -1.62 2.25 -0.56 0.09
H -0.16 2.25 0.49 0.08
```

The LUMO energy comes out at -0.18 eV. Its gap between HOMO and LUMO is 8.131 eV. The value obtained for the energy above the lowest of the compared OMol25 structures with the same formula, charge and spin is 438.96 kJ/mol. Its total energy is -11877.2214 eV.

---

# 2
Molecular formula: C39H33ClIrO2P2Si
Method: DFT, ωB97M-V/def2-TZVPD

```
79
Properties=species:S:1:pos:R:3:lowdin_charge:R:1
Ir 0.60 -0.79 -1.03 0.67
C 3.82 -1.91 0.43 -0.19
Si 2.10 -1.24 0.74 0.46
C 1.19 -2.38 1.93 -0.28
C 1.78 -3.20 2.90 -0.07
C 0.99 -3.92 3.78 -0.06
C -0.40 -3.85 3.71 -0.06
C -1.00 -3.07 2.75 -0.07
C -0.21 -2.33 1.87 -0.36
P -0.93 -1.44 0.48 0.94
C -1.72 -2.78 -0.44 -0.34
C -0.83 -3.64 -1.08 -0.10
C -1.31 -4.71 -1.83 -0.06
C -2.68 -4.92 -1.91 -0.06
C -3.56 -4.07 -1.26 -0.05
C -3.09 -2.99 -0.53 -0.06
C -2.18 -0.31 1.07 -0.34
C -2.23 0.04 2.42 -0.08
C -3.24 0.87 2.88 -0.06
C -4.21 1.33 2.00 -0.07
C -4.15 1.00 0.65 -0.06
C -3.13 0.19 0.18 -0.09
C 2.31 0.37 1.72 -0.27
C 3.00 0.49 2.93 -0.07
C 3.24 1.73 3.49 -0.05
C 2.81 2.89 2.84 -0.06
C 2.12 2.80 1.65 -0.08
C 1.84 1.54 1.12 -0.36
P 0.97 1.32 -0.44 0.91
C -0.55 2.30 -0.40 -0.32
C -1.01 2.89 0.78 -0.08
C -2.13 3.70 0.76 -0.07
C -2.82 3.91 -0.43 -0.06
C -2.39 3.30 -1.60 -0.05
C -1.26 2.50 -1.58 -0.11
C 2.05 2.07 -1.68 -0.34
C 3.36 1.60 -1.76 -0.12
C 4.26 2.15 -2.65 -0.06
C 3.85 3.20 -3.47 -0.06
C 2.56 3.70 -3.38 -0.06
C 1.66 3.14 -2.49 -0.07
H 4.42 -1.85 1.34 0.03
H 4.34 -1.34 -0.35 0.02
H 3.80 -2.95 0.11 0.04
H 2.86 -3.27 2.96 0.11
H 1.46 -4.55 4.53 0.11
H -1.00 -4.43 4.40 0.11
H -2.08 -3.04 2.67 0.12
H 0.25 -3.51 -0.98 0.10
H -0.62 -5.38 -2.32 0.11
H -3.06 -5.75 -2.49 0.11
H -4.63 -4.24 -1.33 0.11
H -3.78 -2.33 -0.03 0.11
H -1.48 -0.34 3.11 0.11
H -3.28 1.14 3.93 0.11
H -5.01 1.96 2.37 0.11
H -4.90 1.38 -0.03 0.12
H -3.07 -0.05 -0.87 0.11
H 3.36 -0.40 3.43 0.11
H 3.77 1.81 4.43 0.11
H 3.03 3.86 3.27 0.11
H 1.80 3.70 1.14 0.12
H -0.49 2.72 1.71 0.11
H -2.48 4.16 1.67 0.12
H -3.70 4.54 -0.44 0.12
H -2.94 3.44 -2.53 0.12
H -0.94 2.04 -2.51 0.10
H 3.68 0.78 -1.12 0.09
H 5.27 1.78 -2.71 0.11
H 4.55 3.64 -4.17 0.11
H 2.25 4.53 -4.01 0.11
H 0.66 3.55 -2.41 0.09
Cl 1.69 -0.87 -3.32 0.65
C 0.26 -0.45 -4.36 -0.37
C -1.07 -0.38 -3.62 -0.73
O -2.02 -0.05 -4.30 0.08
O -1.09 -0.63 -2.36 -0.24
H 0.23 -1.21 -5.13 0.09
H 0.50 0.51 -4.80 0.09
```

The LUMO energy comes out at -3.71 eV. Its charge is +1. Its gap between HOMO and LUMO is 8.039 eV. The value obtained for the energy above the lowest of the compared OMol25 structures with the same formula, charge and spin is 0.00 kJ/mol. Its total energy is -86888.9454 eV.

---

# 3
Molecular formula: C3H11N3O
Method: DFT, ωB97M-V/def2-TZVPD

```
18
Properties=species:S:1:pos:R:3:lowdin_charge:R:1
C -0.61 0.33 -0.68 -0.31
C 0.35 -0.95 -0.42 -0.43
C 0.12 1.57 0.03 -0.25
N -1.93 0.11 -0.16 0.02
N -0.08 -1.76 0.68 0.04
N 1.73 -0.58 -0.16 0.03
O 0.46 1.32 1.36 -0.09
H 1.18 0.67 1.32 0.06
H -0.65 0.57 -1.75 0.13
H 0.24 -1.57 -1.33 0.13
H -1.93 0.12 0.85 0.07
H -2.57 0.84 -0.46 0.07
H -1.04 -2.05 0.53 0.07
H -0.05 -1.23 1.55 0.07
H 2.23 -1.41 0.16 0.09
H 2.18 -0.24 -1.01 0.09
H -0.61 2.39 0.04 0.11
H 0.99 1.89 -0.56 0.10
```

The LUMO energy comes out at 0.96 eV. Its gap between HOMO and LUMO is 9.655 eV. The value obtained for the energy above the lowest of the compared OMol25 structures with the same formula, charge and spin is 97.70 kJ/mol. Its total energy is -9806.9886 eV.

---

# 4
Molecular formula: Cl4H2Si2
Method: DFT, ωB97M-V/def2-TZVPD

```
8
Properties=species:S:1:pos:R:3:lowdin_charge:R:1
Si 1.11 -1.08 -0.39 -0.36
Si -1.10 -1.14 0.28 -0.47
Cl 1.64 -2.54 -1.65 0.27
Cl 2.43 -1.09 1.27 0.18
Cl -2.49 -1.05 -1.18 0.29
Cl -1.60 -2.51 1.65 0.27
H 1.39 0.10 -1.11 -0.09
H -1.00 -0.06 1.25 -0.08
```

The LUMO energy comes out at 0.10 eV. Its gap between HOMO and LUMO is 10.490 eV. The value obtained for the energy above the lowest of the compared OMol25 structures with the same formula, charge and spin is 0.00 kJ/mol. Its total energy is -65882.4088 eV.

---

# 5
Molecular formula: C2H4O2P
Method: DFT, ωB97M-V/def2-TZVPD

```
9
Properties=species:S:1:pos:R:3:lowdin_charge:R:1
C 2.04 -0.59 0.29 -0.34
C -2.11 0.08 -0.39 -0.47
O -0.39 1.96 0.28 -0.54
O 2.90 -0.03 -0.35 -0.08
P -0.50 0.51 -0.06 0.52
H 1.78 -0.30 1.31 0.03
H 1.55 -1.51 -0.07 0.05
H -2.91 0.81 -0.35 -0.07
H -2.36 -0.93 -0.66 -0.09
```

The LUMO energy (spin up / spin down) comes out at 4.07 / 2.69 eV. Its charge is -1. As for the multiplicity: 3. Its gap between HOMO and LUMO (spin up / spin down) is 4.067 / 5.657 eV. The value obtained for the energy above the lowest of the compared OMol25 structures with the same formula, charge and spin is 142.87 kJ/mol. Its total energy is -15518.9836 eV.

---

# 6
Molecular formula: C20H16N2O10SW
Method: DFT, ωB97M-V/def2-TZVPD

```
50
Properties=species:S:1:pos:R:3:lowdin_charge:R:1
W 0.03 0.62 0.55 1.86
O -0.65 0.95 -3.21 0.27
C -1.11 0.79 -2.14 -0.41
O -0.56 1.47 -1.00 -0.22
C -2.24 -0.15 -1.74 -0.06
C -2.94 0.30 -0.46 -0.21
C -4.19 -0.50 -0.17 -0.05
C -3.63 -1.86 0.31 -0.05
C -2.14 -1.67 0.16 -0.17
O -1.98 -0.24 0.56 -0.28
C -1.72 -1.59 -1.32 -0.06
C -0.23 -1.75 -1.43 -0.36
O 0.44 -2.44 -2.09 0.29
O 0.39 -0.87 -0.44 -0.17
H -2.91 -0.21 -2.59 0.18
H -3.01 1.38 -0.31 0.15
H -4.78 -0.02 0.61 0.14
H -4.81 -0.57 -1.06 0.14
H -3.89 -2.06 1.35 0.14
H -3.98 -2.70 -0.29 0.14
H -1.51 -2.28 0.80 0.18
H -2.18 -2.37 -1.93 0.19
O 4.86 -1.73 3.12 0.26
C 3.89 -1.19 2.72 -0.19
C 2.41 -1.60 3.00 -0.21
O 2.00 -2.54 3.59 0.23
C 1.61 -0.55 2.28 -0.21
C 2.40 0.33 1.64 -0.17
O 1.74 1.30 0.90 -0.17
C 3.86 0.09 1.82 -0.23
O 4.77 0.71 1.38 0.23
O 0.27 -0.39 2.20 -0.17
N 0.54 4.10 1.12 0.19
C -0.72 3.82 1.40 -0.70
S -1.28 2.22 1.87 0.81
N -1.63 4.77 1.38 0.08
C -1.32 6.17 1.18 -0.26
C -1.24 7.00 2.29 -0.01
C -0.94 8.34 2.09 -0.04
C -0.71 8.82 0.80 -0.04
C -0.79 7.97 -0.29 -0.04
C -1.10 6.63 -0.11 -0.03
H 1.28 3.43 1.29 0.10
H 0.80 5.05 0.90 0.14
H -2.59 4.50 1.57 0.15
H -1.43 6.61 3.28 0.13
H -0.88 9.01 2.93 0.12
H -0.47 9.86 0.66 0.12
H -0.62 8.35 -1.29 0.12
H -1.19 5.96 -0.95 0.12
```

The LUMO energy comes out at -9.41 eV. Its charge is +2. Its gap between HOMO and LUMO is 5.617 eV. The value obtained for the energy above the lowest of the compared OMol25 structures with the same formula, charge and spin is 0.00 kJ/mol. Its total energy is -57099.7879 eV.

---

# 7
Molecular formula: C23H41BrGeNO5PdSi
Method: DFT, ωB97M-V/def2-TZVPD

```
74
Properties=species:S:1:pos:R:3:lowdin_charge:R:1
Pd 0.01 -0.25 0.37 0.97
O 0.05 0.14 6.30 0.14
C -0.01 0.03 4.98 -0.25
C -1.22 -0.04 4.27 0.12
C -1.17 -0.14 2.91 -0.14
N 0.00 -0.17 2.28 0.00
C 1.17 -0.10 2.92 -0.15
C 1.20 -0.01 4.28 0.13
C 2.35 -0.18 1.99 -0.55
O 3.48 -0.15 2.37 0.16
O 1.97 -0.31 0.73 -0.17
C -2.34 -0.25 1.97 -0.55
O -3.48 -0.13 2.33 0.15
O -1.94 -0.52 0.74 -0.17
H -0.83 0.18 6.70 0.14
H -2.19 -0.03 4.75 0.15
H 2.16 0.04 4.79 0.16
C -1.70 1.04 -2.04 -0.21
Ge -0.05 1.91 -1.48 0.75
C 1.65 1.12 -2.04 -0.21
C -0.09 3.76 -2.08 -0.19
C -0.05 1.83 0.51 -0.12
H -1.96 1.40 -3.03 0.04
H -2.50 1.30 -1.34 0.03
H -1.65 -0.05 -2.08 -0.02
H 1.87 1.48 -3.05 0.04
H 1.67 0.03 -2.05 -0.02
H 2.43 1.46 -1.36 0.03
H -0.08 3.71 -3.17 0.04
H 0.79 4.30 -1.74 0.03
H -0.99 4.27 -1.74 0.03
H -0.97 2.03 1.06 0.04
H 0.85 2.08 1.06 0.04
C 2.03 -4.82 -2.54 -0.11
C 0.72 -5.44 -2.03 -0.63
C -0.30 -5.35 -3.17 -0.10
C 0.99 -6.92 -1.70 -0.07
Si 0.03 -4.59 -0.46 0.62
Br 0.06 -2.32 -1.23 0.62
C 1.17 -4.62 1.06 -0.62
C 0.86 -3.48 2.04 -0.11
C 0.99 -5.96 1.79 -0.07
C 2.65 -4.46 0.66 -0.08
C -1.83 -4.87 -0.12 -0.62
C -2.74 -4.12 -1.11 -0.11
C -2.12 -6.38 -0.20 -0.08
C -2.24 -4.38 1.28 -0.09
H 2.24 -5.25 -3.52 0.09
H 2.88 -5.04 -1.90 0.06
H 1.97 -3.74 -2.67 0.04
H 0.12 -5.84 -4.06 0.09
H -0.52 -4.31 -3.45 0.07
H -1.24 -5.85 -2.95 0.07
H 1.38 -7.41 -2.60 0.10
H 0.09 -7.46 -1.40 0.07
H 1.74 -7.04 -0.92 0.07
H -0.13 -3.55 2.49 0.06
H 0.96 -2.51 1.55 0.01
H 1.59 -3.51 2.86 0.10
H -0.03 -6.11 2.16 0.07
H 1.66 -5.98 2.66 0.10
H 1.24 -6.82 1.16 0.07
H 2.83 -3.55 0.09 0.08
H 3.01 -5.32 0.10 0.07
H 3.25 -4.40 1.57 0.10
H -2.50 -4.30 -2.15 0.06
H -2.71 -3.04 -0.93 0.05
H -3.77 -4.44 -0.94 0.10
H -2.00 -6.77 -1.21 0.07
H -3.16 -6.55 0.09 0.10
H -1.49 -6.97 0.47 0.08
H -2.07 -3.31 1.40 0.07
H -1.74 -4.92 2.09 0.07
H -3.31 -4.55 1.40 0.10
```

The LUMO energy comes out at -5.39 eV. Its charge is +1. Its gap between HOMO and LUMO is 7.022 eV. The value obtained for the energy above the lowest of the compared OMol25 structures with the same formula, charge and spin is 155.86 kJ/mol. Its total energy is -174154.3266 eV.

---

# 8
Molecular formula: C3H10S3
Method: DFT, ωB97M-V/def2-TZVPD

```
16
Properties=species:S:1:pos:R:3:lowdin_charge:R:1
C -1.68 -1.04 0.54 -0.43
S -1.12 -0.86 -1.21 0.34
S -2.30 0.75 -1.71 0.33
H -1.41 -2.10 0.75 0.04
H -1.00 -0.44 1.18 0.02
H -2.63 -0.83 0.42 -0.06
H -1.38 1.66 -1.68 -0.25
C 1.47 1.60 1.05 -0.45
S 1.99 0.12 1.89 0.72
C 2.92 -0.80 0.52 -0.36
H 2.40 2.17 0.76 0.06
H 0.80 1.56 0.21 0.02
H 1.15 2.08 1.89 -0.03
H 2.71 -1.87 0.66 0.03
H 3.66 -0.22 0.20 -0.03
H 2.38 -0.64 -0.51 0.06
```

The LUMO energy comes out at 0.51 eV. Its gap between HOMO and LUMO is 9.151 eV. The value obtained for the energy above the lowest of the compared OMol25 structures with the same formula, charge and spin is 172.69 kJ/mol. Its total energy is -35777.0496 eV.

---

What did the fourth record say?
Molecular formula: Cl4H2Si2
Method: DFT, ωB97M-V/def2-TZVPD

```
8
Properties=species:S:1:pos:R:3:lowdin_charge:R:1
Si 1.11 -1.08 -0.39 -0.36
Si -1.10 -1.14 0.28 -0.47
Cl 1.64 -2.54 -1.65 0.27
Cl 2.43 -1.09 1.27 0.18
Cl -2.49 -1.05 -1.18 0.29
Cl -1.60 -2.51 1.65 0.27
H 1.39 0.10 -1.11 -0.09
H -1.00 -0.06 1.25 -0.08
```

The LUMO energy comes out at 0.10 eV. Its gap between HOMO and LUMO is 10.490 eV. The value obtained for the energy above the lowest of the compared OMol25 structures with the same formula, charge and spin is 0.00 kJ/mol. Its total energy is -65882.4088 eV.